A cluster of 3 separate species, C10H30FN3O4P in total at a distorted geometry. Source: OMol25; level of theory: ωB97M-V/def2-TZVPD.

Atoms and positions in Å:
1 N 0.2651 -3.0851 1.5738
2 P 1.6352 -4.2275 1.3921
3 F 3.0258 -5.2402 1.1835
4 O 0.6724 -5.5977 0.9078
5 C 0.7341 -6.5921 1.8725
6 C 0.6093 -5.8373 3.1658
7 O 1.4639 -4.7413 3.0324
8 H -0.2431 -2.9740 0.7073
9 H -0.3647 -3.3115 2.3313
10 H 1.7103 -3.8623 0.0184
11 H 2.5825 -3.2273 1.7642
12 H 1.6736 -7.1527 1.8643
13 H -0.0524 -7.3308 1.7130
14 H 0.9108 -6.4108 4.0387
15 H -0.4396 -5.5378 3.2566
16 C -0.5479 -1.2946 -2.8549
17 C 0.2300 -0.7286 -1.6703
18 C 0.4915 0.7814 -1.7726
19 O 1.5244 1.1553 -2.6709
20 C 1.1396 1.2497 -4.0243
21 N 1.4463 -1.5147 -1.4893
22 H 0.0773 -1.3945 -3.7428
23 H -0.9197 -2.2891 -2.6113
24 H -1.4046 -0.6629 -3.1075
25 H -0.3835 -0.8725 -0.7759
26 H 0.8200 1.1319 -0.7916
27 H -0.4320 1.3275 -2.0165
28 H 0.1157 1.6249 -4.1248
29 H 1.2242 0.2877 -4.5364
30 H 1.8174 1.9524 -4.5116
31 H 1.9095 -1.2363 -0.6281
32 H 2.0964 -1.2695 -2.2321
33 C -1.5167 6.1666 0.9414
34 C -0.4283 5.1094 1.0967
35 C -0.6359 3.8699 0.2153
36 O -1.6207 2.9714 0.6828
37 C -2.9511 3.2780 0.3205
38 N -0.2941 4.7695 2.5158
39 H -2.4405 5.8748 1.4402
40 H -1.1927 7.1066 1.3877
41 H -1.7402 6.3512 -0.1116
42 H 0.5146 5.5630 0.7768
43 H 0.2959 3.2995 0.2079
44 H -0.8438 4.1543 -0.8254
45 H -3.0018 3.7211 -0.6791
46 H -3.4219 3.9518 1.0416
47 H -3.5118 2.3437 0.3159
48 H 0.4992 4.1462 2.6378
49 H -1.0980 4.2036 2.7749

For the LUMO energy, the calculation gives 2.4 eV. For the HOMO-LUMO gap, the calculation gives 6.46 eV. For the HOMO energy, the calculation gives -0.14970 hartree. The net charge is -1.

---

A structure of composition C10H30MgNO8S5 at a distorted geometry. Source: OMol25; level of theory: ωB97M-V/def2-TZVPD.

Atoms and positions in Å:
1 Mg 8.9922 -40.7539 -5.2183
2 N 6.8132 -39.0003 -5.2447
3 O 7.2136 -37.9801 -5.7135
4 O 5.8090 -39.5456 -5.5332
5 O 7.6203 -39.5787 -4.5552
6 C 12.6020 -37.8648 -5.1470
7 S 10.7356 -37.9742 -5.3605
8 O 10.3198 -39.3697 -4.9130
9 C 10.2141 -36.7204 -4.1178
10 H 12.9744 -36.9016 -5.4957
11 H 12.9237 -38.6052 -5.8793
12 H 13.0614 -38.1109 -4.1897
13 H 9.1404 -36.8607 -3.9929
14 H 10.5358 -35.7004 -4.3281
15 H 10.6080 -37.0313 -3.1502
16 C 5.1573 -43.0634 -5.7115
17 S 6.9517 -43.4538 -5.3753
18 O 7.7884 -42.1922 -5.7304
19 C 7.0467 -44.5605 -6.8471
20 H 4.5924 -43.9955 -5.6955
21 H 5.0630 -42.6269 -6.7058
22 H 4.7936 -42.3834 -4.9411
23 H 6.3358 -45.3823 -6.7604
24 H 8.0079 -45.0730 -6.8079
25 H 6.7078 -44.1241 -7.7866
26 C 9.2063 -39.8205 -1.1180
27 S 9.6764 -41.4357 -1.8242
28 O 9.3437 -41.3353 -3.3044
29 C 11.5275 -41.0518 -1.6280
30 H 8.1720 -39.5112 -1.2683
31 H 9.7783 -39.1219 -1.7286
32 H 9.4772 -39.6956 -0.0696
33 H 11.7479 -40.1031 -2.1174
34 H 12.1279 -41.8884 -1.9854
35 H 11.8098 -40.9623 -0.5790
36 C 11.8094 -44.3454 -5.6435
37 S 11.2422 -42.7908 -6.5063
38 O 10.3586 -41.9170 -5.5792
39 C 12.8982 -41.9311 -6.3638
40 H 12.2166 -44.0099 -4.6897
41 H 12.5351 -44.8982 -6.2399
42 H 11.0224 -45.0280 -5.3228
43 H 13.1829 -41.6711 -5.3443
44 H 12.8010 -41.0534 -7.0027
45 H 13.7399 -42.4322 -6.8419
46 C 7.4589 -39.7802 -8.8660
47 S 9.0532 -39.1346 -8.1412
48 O 9.2234 -40.2166 -7.0650
49 C 10.1256 -39.5400 -9.5499
50 H 7.4589 -40.7712 -9.3201
51 H 7.3200 -39.1676 -9.7568
52 H 6.6743 -39.6626 -8.1185
53 H 9.7627 -39.0613 -10.4595
54 H 10.1850 -40.6225 -9.6628
55 H 11.0327 -39.0619 -9.1803

For the LUMO energy, the calculation gives -2.0 eV. For the HOMO-LUMO gap, the calculation gives 8.66 eV. The value obtained for the relative energy (zero: lowest compared OMol25 entry of this formula, charge and spin) is 50.1 kcal/mol. For the HOMO energy, the calculation gives -0.39140 hartree. The net charge is +1.

---

A structure of composition C10H30Mn2NO8 at a distorted geometry. Source: OMol25; level of theory: ωB97M-V/def2-TZVPD.

Atoms and positions in Å:
1 Mn -0.9913 -4.0795 1.4988
2 Mn 3.6073 -0.6488 -0.0484
3 N 0.3169 -1.3537 0.3985
4 O 1.4542 -1.0166 0.0008
5 O -0.6208 -0.6605 0.2166
6 O 0.1797 -2.5003 0.9996
7 C 4.2465 -1.5075 4.1826
8 C 3.0972 -1.2523 3.2263
9 O 3.5437 -0.4109 2.0846
10 H 4.3285 -0.6148 4.8060
11 H 5.1890 -1.6261 3.6499
12 H 4.0669 -2.3662 4.8230
13 H 2.2764 -0.7136 3.7067
14 H 2.5913 -2.1080 2.7740
15 H 3.9752 0.3557 2.4930
16 C -5.8396 -0.0213 -0.0894
17 C -4.7710 -0.8887 -0.6821
18 O -3.7191 -1.1546 0.2885
19 H -6.2261 -0.3176 0.8809
20 H -6.7191 -0.0766 -0.7509
21 H -5.6365 1.0457 -0.1839
22 H -4.3254 -0.3698 -1.5374
23 H -5.0849 -1.8618 -1.0499
24 H -3.2770 -0.3130 0.4539
25 C 3.4224 -2.7256 -3.7861
26 C 2.5936 -1.9443 -2.7871
27 O 3.3706 -0.8946 -2.1401
28 H 2.8169 -3.5153 -4.2284
29 H 4.3465 -3.1047 -3.3520
30 H 3.7009 -2.0816 -4.6230
31 H 2.1318 -2.5946 -2.0472
32 H 1.7941 -1.4651 -3.3547
33 H 3.3908 -0.0847 -2.6744
34 C -0.3481 3.2689 -2.1014
35 C 0.1748 1.9249 -2.5297
36 O 1.6186 1.9405 -2.5383
37 H -1.4406 3.3229 -2.1047
38 H -0.0152 4.0713 -2.7558
39 H -0.0891 3.4528 -1.0572
40 H -0.2088 1.6942 -3.5281
41 H -0.1091 1.1014 -1.8750
42 H 1.9655 2.2744 -3.3712
43 C -2.8472 2.2640 2.8720
44 C -1.8679 2.4062 1.7466
45 O -2.2488 1.7348 0.5538
46 H -2.5136 2.8302 3.7430
47 H -3.1137 1.2387 3.1402
48 H -3.8049 2.7278 2.6198
49 H -0.8383 2.1944 2.0681
50 H -1.8218 3.4778 1.5265
51 H -1.7211 0.9459 0.4425

For the LUMO energy (alpha / beta), the calculation gives -13.4 / -13.6 eV. For the HOMO-LUMO gap (alpha / beta), the calculation gives 3.51 / 3.32 eV. As for the spin multiplicity: 11. The value obtained for the relative energy (zero: lowest compared OMol25 entry of this formula, charge and spin) is 119.5 kcal/mol. For the HOMO energy (alpha / beta), the calculation gives -0.62312 / -0.62020 hartree. The net charge is +3.